(1)
{"formula": "C5H16Cl2O5STi", "method": "ωB97M-V with the def2-TZVPD basis set", "elements": ["Ti", "Cl", "Cl", "O", "S", "O", "O", "C", "C", "C", "H", "H", "H", "H", "H", "H", "H", "H", "C", "O", "H", "H", "H", "H", "C", "O", "H", "H", "H", "H"], "xyz": [[1.96, 0.81, -0.84], [2.30, -0.22, -3.31], [0.38, 3.02, -1.37], [-1.37, -0.71, 1.23], [-1.95, -1.13, -0.04], [-3.18, -1.87, -0.09], [-2.07, 0.20, -0.97], [-2.15, 1.48, -0.30], [-2.62, 2.50, -1.34], [-0.72, -1.97, -1.03], [-1.17, 1.73, 0.11], [-2.89, 1.41, 0.49], [-2.12, 2.36, -2.29], [-2.47, 3.51, -0.99], [-3.69, 2.29, -1.44], [0.20, -1.40, -0.98], [-1.11, -2.10, -2.04], [-0.65, -2.96, -0.58], [2.54, -2.46, 0.51], [3.06, -1.19, 0.11], [1.65, -2.40, 1.14], [2.24, -2.95, -0.42], [3.35, -3.02, 0.96], [3.59, -0.81, 0.83], [1.38, 1.16, 2.28], [0.85, 0.56, 1.12], [2.00, 2.03, 2.06], [0.61, 1.54, 2.97], [2.02, 0.47, 2.84], [0.01, 0.13, 1.37]], "gap_ev": [3.989, 8.033], "energy_ha": -2744.3802, "multiplicity": 4, "charge": -1, "lumo_ev": [2.6, 2.5]}


(2)
{"formula": "C32H51BMoN6OS3", "method": "ωB97M-V with the def2-TZVPD basis set", "elements": ["Mo", "C", "C", "C", "C", "N", "C", "C", "N", "B", "N", "C", "C", "N", "C", "S", "C", "C", "C", "C", "N", "C", "C", "N", "C", "S", "C", "C", "C", "C", "C", "S", "H", "H", "H", "H", "H", "H", "H", "H", "H", "H", "H", "H", "H", "H", "H", "H", "H", "H", "H", "H", "H", "H", "H", "H", "H", "H", "H", "H", "H", "H", "H", "H", "H", "H", "C", "C", "O", "C", "C", "H", "H", "H", "H", "H", "H", "H", "H", "H", "H", "C", "C", "C", "C", "C", "C", "C", "H", "H", "H", "H", "H", "H", "H"], "xyz": [[-0.39, 0.84, 0.17], [4.53, -1.86, -1.38], [3.75, -1.31, -2.57], [2.61, -2.23, -3.03], [4.74, -1.03, -3.71], [3.18, 0.08, -2.18], [3.53, 1.28, -2.81], [2.76, 2.25, -2.26], [2.04, 1.71, -1.22], [1.35, 2.67, -0.16], [1.74, 2.29, 1.31], [3.10, 2.41, 1.65], [3.28, 2.02, 2.90], [2.02, 1.59, 3.44], [1.12, 1.74, 2.40], [-0.61, 1.77, 2.32], [1.91, 0.72, 4.69], [2.88, -0.46, 4.46], [2.51, 1.56, 5.76], [0.51, 0.24, 5.04], [-0.25, 2.89, -0.51], [-0.74, 4.16, -0.23], [-1.65, 4.54, -1.15], [-1.90, 3.43, -2.00], [-0.98, 2.49, -1.67], [-0.63, 0.99, -2.35], [-3.06, 3.28, -3.04], [-2.91, 2.04, -3.94], [-4.33, 3.23, -2.18], [-2.96, 4.56, -3.87], [2.22, 0.37, -1.25], [1.36, -0.71, -0.19], [4.90, -2.85, -1.67], [5.38, -1.20, -1.14], [3.91, -1.99, -0.51], [3.13, -3.16, -3.29], [1.85, -2.45, -2.29], [2.14, -1.81, -3.91], [5.28, -1.95, -3.98], [4.19, -0.76, -4.59], [5.47, -0.26, -3.41], [4.28, 1.35, -3.59], [2.76, 3.31, -2.47], [1.69, 3.83, -0.32], [3.88, 2.80, 1.00], [4.19, 2.04, 3.48], [3.83, -0.10, 4.02], [3.06, -0.90, 5.42], [2.48, -1.23, 3.78], [3.58, 1.75, 5.60], [2.02, 2.51, 5.87], [2.43, 0.98, 6.71], [-0.04, -0.21, 4.22], [0.61, -0.52, 5.79], [-0.09, 1.08, 5.44], [-0.29, 4.80, 0.52], [-2.17, 5.51, -1.13], [-2.96, 1.07, -3.41], [-3.72, 2.12, -4.63], [-1.97, 2.04, -4.50], [-4.30, 2.34, -1.53], [-4.42, 4.10, -1.53], [-5.23, 3.15, -2.79], [-1.93, 4.72, -4.20], [-3.58, 4.48, -4.76], [-3.31, 5.38, -3.26], [-1.52, -3.62, -2.55], [-1.31, -4.99, -1.88], [-0.25, -4.88, -0.91], [-0.62, -5.11, 0.44], [-0.69, -3.74, 1.10], [-2.57, -3.47, -2.81], [-0.99, -3.51, -3.49], [-1.18, -2.81, -1.87], [-0.99, -5.71, -2.62], [-2.24, -5.36, -1.43], [0.17, -5.73, 0.89], [-1.58, -5.66, 0.55], [0.29, -3.25, 1.16], [-1.01, -3.87, 2.14], [-1.32, -3.05, 0.53], [-2.37, -0.23, 0.57], [-3.08, -1.06, 1.62], [-3.55, -0.62, 2.90], [-4.32, -1.45, 3.74], [-4.65, -2.72, 3.34], [-4.24, -3.15, 2.09], [-3.55, -2.33, 1.22], [-3.05, 0.57, 0.24], [-2.17, -0.86, -0.29], [-3.30, 0.37, 3.30], [-4.58, -1.11, 4.72], [-5.25, -3.37, 3.96], [-4.52, -4.13, 1.74], [-3.32, -2.68, 0.20]], "gap_ev": [5.762, 6.613], "energy_ha": -2940.8263, "multiplicity": 3, "charge": 2, "lumo_ev": [-7.3, -6.6]}


(3)
{"formula": "C19H38N2O5S", "method": "ωB97M-V with the def2-TZVPD basis set", "elements": ["C", "C", "C", "C", "C", "C", "C", "C", "C", "C", "C", "C", "C", "C", "N", "C", "O", "S", "O", "O", "O", "C", "N", "C", "C", "C", "O", "H", "H", "H", "H", "H", "H", "H", "H", "H", "H", "H", "H", "H", "H", "H", "H", "H", "H", "H", "H", "H", "H", "H", "H", "H", "H", "H", "H", "H", "H", "H", "H", "H", "H", "H", "H", "H", "H"], "xyz": [[4.93, -2.47, 0.13], [4.72, -1.59, -1.12], [5.17, -0.12, -0.95], [4.02, 0.93, -1.05], [3.78, 1.66, 0.28], [2.89, 2.90, 0.19], [1.66, 2.76, -0.73], [0.37, 3.42, -0.18], [-0.75, 2.41, 0.16], [-0.98, 2.25, 1.66], [-1.54, 0.89, 2.14], [-2.58, 0.23, 1.21], [-2.18, -1.09, 0.57], [-0.93, -1.11, -0.32], [0.32, -0.83, 0.38], [1.19, -1.99, 0.59], [-1.83, -1.99, 1.71], [-2.18, -3.50, 1.42], [-3.01, -3.97, 2.48], [-1.04, -4.26, 1.05], [-3.02, -3.25, 0.08], [-3.41, -1.86, 0.10], [-4.19, -1.45, -1.03], [-3.49, -0.72, -2.09], [-5.46, -0.93, -0.66], [-5.77, 0.52, -0.93], [-6.25, -1.65, -0.12], [5.24, -1.88, 1.00], [5.71, -3.21, -0.04], [4.03, -3.02, 0.41], [3.69, -1.63, -1.46], [5.32, -2.02, -1.92], [5.63, 0.00, 0.03], [5.89, 0.12, -1.72], [4.23, 1.66, -1.83], [3.11, 0.39, -1.30], [4.76, 1.99, 0.64], [3.39, 0.96, 1.02], [2.52, 3.13, 1.19], [3.47, 3.77, -0.13], [1.44, 1.70, -0.90], [1.86, 3.19, -1.71], [-0.01, 4.11, -0.94], [0.58, 4.03, 0.69], [-1.67, 2.80, -0.29], [-0.55, 1.46, -0.33], [-0.01, 2.36, 2.15], [-1.58, 3.08, 2.03], [-0.72, 0.22, 2.35], [-2.03, 1.08, 3.10], [-2.91, 0.94, 0.46], [-3.46, 0.01, 1.81], [-0.89, -2.10, -0.79], [-1.07, -0.40, -1.14], [0.85, -0.19, -0.20], [1.40, -2.54, -0.33], [2.14, -1.62, 0.98], [0.77, -2.65, 1.35], [-4.09, -1.80, 0.95], [-2.62, -1.30, -2.39], [-3.20, 0.29, -1.82], [-4.13, -0.67, -2.97], [-6.82, 0.68, -0.71], [-5.58, 0.77, -1.97], [-5.13, 1.13, -0.29]], "gap_ev": 9.717, "energy_ha": -1630.6007, "lumo_ev": 0.4}


(4)
{"formula": "C9H13B3Cl5NO3", "method": "ωB97M-V with the def2-TZVPD basis set", "elements": ["Cl", "B", "O", "B", "O", "B", "C", "C", "C", "N", "C", "C", "O", "H", "H", "H", "H", "H", "Cl", "C", "C", "Cl", "H", "H", "H", "H", "Cl", "C", "C", "Cl", "H", "H", "H", "H"], "xyz": [[4.63, 1.35, 2.92], [4.60, 2.47, 1.43], [5.58, 2.31, 0.31], [4.90, 2.43, -1.00], [3.71, 3.32, -1.26], [2.90, 3.16, -0.02], [1.37, 2.53, 0.02], [0.68, 1.66, -1.22], [-0.83, 1.12, -0.94], [-1.72, 1.25, 0.25], [-1.18, 2.04, 1.39], [0.32, 2.67, 1.30], [3.59, 3.57, 1.25], [5.35, 1.82, -1.93], [1.27, 1.49, -2.24], [-1.30, 0.48, -1.84], [-1.85, 2.21, 2.35], [0.70, 3.29, 2.24], [-1.27, -1.19, -1.34], [-0.71, -2.66, -2.16], [0.81, -2.76, -2.21], [1.52, -1.53, -3.28], [-1.15, -2.68, -3.16], [-1.12, -3.51, -1.60], [1.11, -3.73, -2.60], [1.25, -2.63, -1.21], [-2.87, -3.98, 1.65], [-4.37, -3.05, 1.84], [-4.14, -1.55, 1.69], [-3.21, -0.88, 3.06], [-4.81, -3.29, 2.81], [-5.06, -3.39, 1.06], [-5.10, -1.03, 1.68], [-3.61, -1.31, 0.77]], "gap_ev": 7.566, "energy_ha": -3006.7058, "lumo_ev": -1.0}